No. 1
The following is a DFT calculation (ωB97M-V with the def2-TZVPD basis set) of one molecule with the formula C4H12P2S2 in a non-equilibrium geometry.

The energy above the lowest of the compared OMol25 structures with the same formula, charge and spin is 0.0000 eV. As for the HOMO energy: -8.724 eV. As for the structure (SMILES): C[P@@H](=S)CC[P@@H](C)=S. For the HOMO-LUMO gap, the calculation gives 9.497 eV. Its lowest unoccupied orbital energy is 0.773 eV. Its electronic energy is -44590.9816 eV. For the max |F|, the calculation gives 0.0658 hartree/bohr.

The geometry in ORCA input format:
```
! RIJCOSX wB97M-V def2-TZVPD def2/J DEFGRID3
* xyz 0 1
S -0.61461 -1.30717 -2.46107
S 1.40649 1.64184 1.86080
P 0.32960 1.63290 0.26429
P 0.36079 -1.48732 -0.80084
C -1.01006 0.48318 0.39388
C 0.89865 -3.18979 -0.18378
C -0.43855 3.18784 -0.23590
C -0.57692 -0.90120 0.66472
H -1.55642 0.67128 -0.53709
H 1.30638 -3.19824 0.79510
H 1.60791 -3.54875 -0.91460
H -1.00977 3.71389 0.46715
H 1.04286 1.23368 -0.94896
H 0.52686 3.76852 -0.23762
H -0.02262 -3.66629 -0.01346
H -1.26411 -1.62144 0.84531
H 0.13690 -0.85063 1.49003
H 1.39862 -0.57629 -0.45721
H -1.66995 0.89701 1.25277
H -0.85206 3.11698 -1.24352
*
```


No. 2
The following is a DFT calculation (ωB97M-V with the def2-TZVPD basis set) of a 4-piece molecular cluster, H8O4 overall.

The energy above the lowest of the compared OMol25 structures with the same formula, charge and spin is 1.1608 eV. As for the HOMO energy: -11.503 eV. As for the structure (SMILES): O.O.O.O. For the HOMO-LUMO gap, the calculation gives 11.776 eV. Its lowest unoccupied orbital energy is 0.273 eV. Its electronic energy is -8319.5152 eV. For the max |F|, the calculation gives 0.0051 hartree/bohr.

The geometry in ORCA input format:
```
! RIJCOSX wB97M-V def2-TZVPD def2/J DEFGRID3
* xyz 0 1
O -1.24061 -2.18846 0.73427
O 0.73878 -1.00105 -2.81366
O -1.62053 2.61164 2.35685
O 2.25352 0.26329 -0.18461
H 1.02822 -0.08280 -2.76848
H -0.58562 -1.82936 1.34339
H -0.15878 -0.94721 -3.16075
H -1.69639 3.43730 2.84829
H 2.07100 0.99136 -0.78925
H -1.36464 2.88923 1.47003
H -1.94778 -1.53357 0.73754
H 1.60472 -0.40825 -0.42356
*
```


No. 3
The following is a DFT calculation (ωB97M-V with the def2-TZVPD basis set) of C35H29BrIN6ORhS3 as an isolated structure.

The energy above the lowest of the compared OMol25 structures with the same formula, charge and spin is 0.0347 eV. As for the HOMO energy (alpha / beta): -7.443 / -7.442 eV. For the HOMO-LUMO gap (alpha / beta), the calculation gives 6.847 / 6.845 eV. Its lowest unoccupied orbital energy (alpha / beta) is -0.595 / -0.596 eV. Its electronic energy is -161410.9332 eV. For the max |F|, the calculation gives 0.0113 hartree/bohr.

The geometry in ORCA input format:
```
! RIJCOSX wB97M-V def2-TZVPD def2/J DEFGRID3
* xyz 0 1
I -1.63893 -2.62530 -1.01192
Rh -0.94970 -0.01390 -0.21862
Br 1.15027 -4.48133 -2.07248
S 2.22959 -1.18236 3.07963
S -3.23709 0.18621 0.26613
S -0.44977 -0.65047 1.93049
O -1.32559 0.42128 -2.14138
N -0.95468 1.94846 0.17943
N 1.87142 -0.54639 0.54655
N -4.14908 2.67403 0.89843
N -5.31497 2.09439 1.05921
N 1.06390 -0.16449 -0.52438
N -1.96471 2.62510 0.42512
C 1.25446 -0.78090 1.64553
C 6.40766 -2.69723 1.32380
C -0.40014 0.73590 -3.00049
C -8.78392 2.83759 1.98694
C -0.58377 -3.97198 0.16896
C 0.69206 -5.81347 1.80452
C 4.93852 -3.16418 -0.51528
C -7.52798 4.87813 2.03775
C 1.63794 4.04877 -1.41677
C -6.38058 4.19916 1.66059
C 2.86280 -2.84045 2.64790
C 2.66572 3.93691 -0.49264
C -7.64593 2.14531 1.60928
C 0.27600 2.67066 -0.02364
C -1.01640 -4.15444 1.47985
C 0.49292 -4.70794 -0.31551
C -0.04022 1.68358 -5.22199
C 1.34850 1.58753 -5.05001
C -6.44435 2.82707 1.44541
C 5.31825 -2.65653 2.17895
C 3.84892 -3.10773 0.34232
C 1.00556 0.60583 -2.82737
C 0.42683 3.41316 -1.18149
C 4.02757 -2.86116 1.69883
C -8.73268 4.20789 2.20272
C 1.83438 1.05457 -3.88760
C -3.15774 1.91850 0.55596
C 6.22017 -2.95667 -0.02734
C 2.48918 3.20100 0.67523
C -0.37750 -5.07701 2.29347
C 3.17035 -0.14935 -1.73235
C -0.87884 1.26834 -4.22772
C 1.28688 2.56061 0.91706
C 1.13011 -5.62968 0.50405
C 1.68279 0.07705 -1.64485
H -1.95439 1.33911 -4.32665
H 2.03541 -3.45086 2.29213
H -9.71508 2.30074 2.11277
H 1.12571 1.95981 1.80440
H 2.84567 -3.25191 -0.04052
H 7.40480 -2.53600 1.71300
H 3.53038 -0.68970 -0.86807
H 1.97318 -6.18664 0.11990
H -7.68455 1.07501 1.44183
H -5.39345 1.08974 0.93987
H -0.39385 3.46052 -1.88644
H -0.71657 -5.21895 3.31093
H 3.17377 -3.23085 3.61799
H -1.84786 -3.57304 1.85297
H 2.02869 1.92429 -5.82020
H 1.77910 4.62020 -2.32429
H 3.61278 4.42715 -0.67886
H -0.45120 2.09181 -6.13719
H 2.90587 0.99616 -3.77313
H -9.62276 4.74783 2.49603
H 7.07038 -2.99873 -0.69601
H 4.78209 -3.36598 -1.56782
H 1.19597 -6.53070 2.43874
H 3.40410 -0.70386 -2.64035
H -7.47670 5.94617 2.20551
H 5.46923 -2.46094 3.23484
H 3.29274 3.12052 1.39512
H -5.43999 4.71462 1.53208
H 3.68836 0.81047 -1.77887
*
```


No. 4
The following is a DFT calculation (ωB97M-V with the def2-TZVPD basis set) of one molecule with the formula C24H30N2O7 in a non-equilibrium geometry.

The energy above the lowest of the compared OMol25 structures with the same formula, charge and spin is 0.0946 eV. As for the HOMO energy: -8.399 eV. As for the structure (SMILES): COc1cc(C(=O)O[C@H](C)C(=O)NCC2CCCCC2)cc(NC(=O)c2ccco2)c1OC. For the HOMO-LUMO gap, the calculation gives 8.784 eV. Its lowest unoccupied orbital energy is 0.385 eV. Its electronic energy is -42688.1386 eV. For the max |F|, the calculation gives 0.0259 hartree/bohr.

The geometry in ORCA input format:
```
! RIJCOSX wB97M-V def2-TZVPD def2/J DEFGRID3
* xyz 0 1
O 0.86280 -0.12523 0.64263
O -6.38308 2.07290 -0.14887
O -5.17615 -1.83479 -0.20764
O -2.85522 2.39352 0.26572
O -3.52045 -4.17487 -0.10737
O 4.26170 -2.58663 -0.92849
O 1.07006 -2.36068 0.39761
N 3.14251 -0.62322 -0.81943
N -4.18177 0.53386 0.03746
C -5.84991 -2.98308 -0.67797
C 4.58484 1.35183 -1.16675
C -1.91271 -0.33749 0.25806
C 5.43274 1.01010 0.05892
C -1.07380 -1.44444 0.28825
C -3.81722 -1.81567 -0.05498
C -1.59738 -2.72735 0.15956
C 0.37574 -1.22328 0.46611
C 6.09625 2.26416 0.61987
C 4.19395 3.65067 -0.23778
C 3.95379 0.09210 -1.77458
C 3.52855 2.39501 -0.79486
C -2.67185 -5.29821 -0.09465
C 2.47936 -2.43569 0.66445
C -5.17734 2.67204 0.01806
C 3.38412 -1.88732 -0.46141
C -7.30115 3.04647 -0.20793
C -6.72059 4.27302 -0.08346
C -3.94322 1.87531 0.12190
C -3.27454 -0.52011 0.08611
C -2.96039 -2.92847 -0.00349
C 2.86924 -1.81393 2.00365
C 5.04342 3.30739 0.98193
C -5.33801 4.03358 0.06396
H -2.13254 -5.38494 0.85333
H 3.43066 4.38245 0.03381
H -7.21430 5.22264 -0.09539
H -1.95681 -5.27357 -0.92228
H 2.93487 2.65058 -1.67557
H 4.79553 0.56702 0.82679
H 4.39870 2.91298 1.77056
H 5.23902 1.78330 -1.93332
H -8.32299 2.74848 -0.33930
H -3.33111 -6.15697 -0.21310
H -0.92012 -3.56250 0.19695
H -5.14276 0.23961 -0.08572
H -4.55540 4.75260 0.18768
H -6.87195 -2.65242 -0.86421
H 3.92442 -2.00270 2.18330
H 2.69176 -0.74185 2.00368
H 6.77650 2.68045 -0.12710
H 2.66099 -3.51634 0.69678
H 6.68638 2.00761 1.50224
H 5.52765 4.20835 1.36471
H -5.85393 -3.78220 0.06432
H 2.40481 -0.10619 -0.35170
H 4.73182 -0.59917 -2.10801
H 3.33505 0.37157 -2.63535
H 4.82903 4.09816 -1.00652
H -5.41142 -3.35241 -1.60667
H 2.85030 1.99127 -0.04085
H 6.19046 0.27168 -0.21135
H 2.28639 -2.26340 2.80556
H -1.50525 0.65441 0.36216
*
```


No. 5
The following is a DFT calculation (ωB97M-V with the def2-TZVPD basis set) of C26H42F3I3NO14 as an isolated structure in a non-equilibrium geometry.

As for the HOMO energy: -4.665 eV. For the HOMO-LUMO gap, the calculation gives 6.813 eV. Its lowest unoccupied orbital energy is 2.148 eV. Its electronic energy is -90250.5914 eV. For the max |F|, the calculation gives 0.1343 hartree/bohr.

The geometry in ORCA input format:
```
! RIJCOSX wB97M-V def2-TZVPD def2/J DEFGRID3
* xyz -1 1
I -0.28519 1.14367 1.83947
I 1.36333 4.03653 3.17917
I 4.22958 4.41134 -1.47576
F 4.50366 0.15407 -1.62819
F 4.48611 -1.87353 -0.76779
F 5.50877 -0.38883 0.46533
O -0.34899 7.64482 4.65516
O 0.23878 -4.27305 -8.15866
O -6.01763 -0.13580 2.54117
O 0.30830 9.70589 3.96736
O -4.28122 -1.60492 2.53980
O 1.61585 1.36510 -1.52161
O 0.84631 -6.59104 -1.53154
O -3.92785 0.42401 1.84841
O 1.50528 3.11093 -0.11318
O -1.51173 9.53564 5.14601
O -0.67579 -5.34735 -6.37310
O 1.95725 -5.02122 -2.92483
O 5.94747 2.34714 -0.40461
O -1.72136 -5.18606 -8.38689
N 3.09264 -0.21211 0.30130
C -1.92467 8.42292 7.26526
C 4.77848 2.77471 -0.16393
C 2.80175 1.11442 0.84289
C -2.84653 -5.89915 -7.86006
C 1.52033 -6.31456 -2.55150
C -3.72987 -4.98174 -7.03608
C 2.09574 1.95133 3.42930
C -4.42856 1.71649 1.51004
C 1.34042 -3.91268 -7.32732
C -5.98155 -3.21892 1.90634
C 3.44833 1.85445 4.28218
C 1.39892 -3.35100 -1.16303
C -0.50664 8.83871 4.58975
C 4.32406 -0.49004 -0.35348
C -4.85810 -0.40938 2.33835
C 0.98614 -3.99503 -2.57128
C 1.46909 9.10000 3.39845
C -0.71234 -4.98017 -7.52454
C 1.54092 -1.73265 -1.20240
C 3.99967 2.14554 1.05913
C 1.91827 1.00181 2.17061
C 2.11303 -1.27323 0.25997
C -2.46139 8.76102 5.88743
C 1.90683 1.89493 -0.29136
C -5.14803 -2.63340 3.03036
C 1.96128 -7.57100 -3.46661
H 2.17893 -1.35669 -2.06508
H 1.02609 -3.16177 -6.59960
H 0.99907 -3.18025 -3.38025
H 3.71624 3.08021 1.67819
H 2.59165 -2.24416 0.68427
H -4.50635 -3.41100 3.45054
H 1.97979 9.85336 2.79754
H 0.63631 -3.57752 -0.32925
H -4.01170 -4.09823 -7.61468
H 1.15941 -1.20819 0.87544
H 4.80023 1.62380 1.71026
H 1.28620 1.56563 4.16724
H -2.74635 7.86185 5.33421
H -5.34059 -3.55029 1.08532
H -2.68588 7.91759 7.86318
H -5.77515 -2.25820 3.84400
H -3.41035 -6.27383 -8.71732
H 2.27496 -8.47327 -2.82353
H 1.20303 8.26351 2.74899
H 0.48675 -1.31149 -1.30506
H 2.14395 8.77113 4.19153
H -0.08620 -4.40332 -2.45178
H -6.56959 -4.06728 2.26280
H 4.35816 1.44034 3.74910
H 2.43924 -3.74609 -0.86703
H 3.61595 2.88400 4.77125
H -2.52022 -6.76921 -7.28345
H -1.05070 7.77088 7.19882
H -1.60653 9.32954 7.78679
H 2.81780 -7.25892 -4.17301
H -3.20652 -4.62526 -6.14595
H -3.35877 9.37582 5.98718
H 2.11447 -3.47935 -7.96162
H 1.07363 -7.83683 -4.14194
H 3.26857 1.14487 5.17980
H -4.96630 2.16596 2.34754
H 1.75881 -4.78590 -6.82239
H 2.02508 -0.05434 2.63714
H -5.07340 1.64747 0.63136
H -4.63568 -5.50145 -6.71717
H -6.66670 -2.47434 1.49441
H -3.57649 2.35257 1.26673
*
```


No. 6
The following is a DFT calculation (ωB97M-V with the def2-TZVPD basis set) of one molecule with the formula C5H6O in a non-equilibrium geometry.

The energy above the lowest of the compared OMol25 structures with the same formula, charge and spin is 3.6527 eV. As for the HOMO energy: -9.316 eV. As for the structure (SMILES): C#C[C@@H](C)C=O. For the HOMO-LUMO gap, the calculation gives 10.187 eV. Its lowest unoccupied orbital energy is 0.871 eV. Its electronic energy is -7325.6318 eV. For the max |F|, the calculation gives 0.0460 hartree/bohr.

The geometry in ORCA input format:
```
! RIJCOSX wB97M-V def2-TZVPD def2/J DEFGRID3
* xyz 0 1
O -1.70714 1.08865 -0.51514
C -0.58168 -1.17707 -0.43866
C 0.19695 -0.16460 0.28443
C -0.68911 1.15668 0.08314
C -1.75904 -1.02918 -0.72364
C 1.70894 -0.05880 0.17409
H 2.08321 -1.06907 0.32610
H -2.73107 -1.27872 -1.07629
H 2.03063 0.30270 -0.80526
H -0.51410 2.17057 0.52176
H -0.13389 -0.55047 1.22409
H 2.09630 0.60932 0.94537
*
```


No. 7
The following is a DFT calculation (ωB97M-V with the def2-TZVPD basis set) of a 2-piece molecular cluster, C17H20NO3 overall in a non-equilibrium geometry.

The energy above the lowest of the compared OMol25 structures with the same formula, charge and spin is 0.0000 eV. As for the HOMO energy: -2.350 eV. For the HOMO-LUMO gap, the calculation gives 5.258 eV. Its lowest unoccupied orbital energy is 2.908 eV. Its electronic energy is -25586.2389 eV. For the max |F|, the calculation gives 0.0548 hartree/bohr.

The geometry in ORCA input format:
```
! RIJCOSX wB97M-V def2-TZVPD def2/J DEFGRID3
* xyz -1 1
O 3.30584 0.83201 0.71760
O 2.53599 0.89659 -1.44068
O -2.96923 1.08432 3.51087
N 1.28843 -1.56813 -1.05521
C -3.55066 1.02899 0.57549
C 4.40959 2.77216 1.65236
C -1.77944 -4.58366 -3.63915
C -2.32694 1.76151 2.74725
C 3.68630 2.16036 0.46819
C -2.51936 1.81589 1.28767
C 2.64488 0.31049 -0.36856
C -1.19503 2.68298 3.11303
C -1.64092 2.66111 0.73811
C 0.04947 -3.15713 -3.06808
C -0.65977 -3.85427 -4.01480
C -0.32816 -3.20804 -1.71689
C 2.00276 -0.96076 -0.14742
C -1.46354 -3.95070 -1.35359
C 0.42991 -2.52315 -0.74230
C -2.18335 -4.62010 -2.31334
C -0.73783 3.27580 1.76803
H 3.85822 2.56021 2.56598
H 5.39897 2.33918 1.78430
H -0.33305 -3.83089 -5.04016
H 4.29772 2.14824 -0.44530
H -4.12635 0.42769 1.27997
H -3.06992 -5.16807 -2.03875
H 0.92397 -2.58414 -3.32747
H -4.24996 1.67590 0.04509
H -1.77453 -3.97199 -0.32059
H 2.76830 2.71333 0.22347
H 4.52665 3.85037 1.53704
H -1.54787 3.44950 3.81138
H 2.04646 -1.37307 0.84586
H -0.82527 4.37083 1.75777
H -3.10215 0.35005 -0.15024
H -2.34174 -5.10881 -4.39280
H -0.39951 2.11957 3.61244
H 0.23949 -2.71321 0.29961
H 0.31114 3.03102 1.55242
H -1.59950 2.85801 -0.31859
*
```


No. 8
The following is a DFT calculation (ωB97M-V with the def2-TZVPD basis set) of one molecule with the formula C4H6N2O in a non-equilibrium geometry.

The energy above the lowest of the compared OMol25 structures with the same formula, charge and spin is 4.1514 eV. As for the HOMO energy: -7.311 eV. For the HOMO-LUMO gap, the calculation gives 7.988 eV. Its lowest unoccupied orbital energy is 0.677 eV. Its electronic energy is -9269.3505 eV. For the max |F|, the calculation gives 0.0239 hartree/bohr.

The geometry in ORCA input format:
```
! RIJCOSX wB97M-V def2-TZVPD def2/J DEFGRID3
* xyz 0 1
O -2.29264 0.93090 1.20306
N 0.17202 -0.54559 -1.41069
N -0.31847 0.30247 0.61125
C -1.59984 0.22134 0.26193
C 2.06677 -0.17267 0.12852
C 0.64207 -0.15559 -0.27967
C -1.08964 -0.34654 -1.70610
H 2.43848 0.83912 0.32160
H 2.64637 -0.61274 -0.68260
H -3.24610 0.83883 1.10901
H -0.03741 0.73950 1.48425
H 2.21208 -0.77278 1.03378
H -1.57441 -1.27132 -2.06777
*
```